A molecular structure, C3H5ClI2 in a non-equilibrium geometry, computed with ωB97M-V/def2-TZVPD.

Geometry as XYZ:
```
11
Properties=species:S:1:pos:R:3:lowdin_charge:R:1
C 0.12 -0.09 0.59 -0.188
C 0.14 0.44 -0.81 -0.452
C 0.45 2.08 -0.83 -1.736
Cl 1.62 2.50 0.29 0.573
I -1.38 3.15 -0.44 0.721
I 1.00 2.55 -2.95 0.657
H -0.59 0.43 1.26 0.071
H 0.02 -1.19 0.72 0.081
H 1.25 -0.04 0.75 0.071
H 1.04 -0.04 -1.32 0.092
H -0.83 0.33 -1.47 0.109
```

Properties
Energy in Ha: -1172.841134
Gap between HOMO and LUMO in eV: 8.73
ΔE to the lowest compared entry with this formula, charge and spin in kJ/mol: 22.1
F_max in hartree/bohr: 0.072